55
Properties=species:S:1:pos:R:3:mulliken_charge:R:1 method="wB97M-V/def2-TZVPD" de_lowest_ev=0.000 homo_energy_ev=-8.49 orbital_gap_ev=8.9 energy_ev=-48952.8950
C -0.954 -4.661 1.150 -1.60
C -0.387 -3.662 0.189 0.62
C 0.910 -3.200 0.318 -0.87
C 1.429 -2.263 -0.572 0.86
C 2.859 -1.827 -0.451 -1.63
C 0.617 -1.776 -1.578 -0.55
C -0.692 -2.236 -1.724 0.50
O -1.376 -1.696 -2.784 -0.49
C -2.701 -2.085 -3.051 -0.61
C -3.716 -1.448 -2.081 -0.80
N -3.379 -0.068 -1.839 -0.10
C -2.796 0.294 -0.676 0.47
O -2.720 -0.444 0.286 -0.66
C -2.226 1.682 -0.618 -0.14
C -1.215 1.887 0.317 -0.44
C -0.607 3.117 0.443 -0.01
S 0.713 3.288 1.650 1.30
O 0.139 3.247 2.962 -0.72
O 1.505 4.427 1.280 -0.67
N 1.535 1.868 1.363 0.13
C 2.713 1.963 0.529 -0.50
C 3.961 2.180 1.389 -0.54
O 4.077 1.175 2.373 -0.44
C 2.956 1.171 3.231 -0.72
C 1.664 0.918 2.450 -0.57
C -0.997 4.189 -0.336 -0.31
C -2.016 4.020 -1.258 -0.89
C -2.610 2.775 -1.390 0.73
F -3.596 2.653 -2.305 -0.36
C -1.185 -3.186 -0.847 -0.27
H -1.413 -5.492 0.617 0.38
H -1.724 -4.190 1.761 0.30
H -0.182 -5.051 1.809 0.37
H 1.536 -3.575 1.114 0.33
H 3.102 -1.076 -1.198 0.34
H 3.519 -2.681 -0.598 0.44
H 3.065 -1.424 0.540 0.27
H 0.981 -1.043 -2.282 0.40
H -2.886 -1.718 -4.065 0.40
H -2.811 -3.176 -3.048 0.36
H -3.692 -1.939 -1.106 0.36
H -4.721 -1.525 -2.505 0.41
H -3.330 0.535 -2.645 0.22
H -0.912 1.057 0.936 0.51
H 2.572 2.804 -0.150 0.54
H 2.800 1.034 -0.041 0.01
H 4.868 2.120 0.786 0.39
H 3.895 3.170 1.863 0.35
H 3.133 0.380 3.961 0.39
H 2.873 2.139 3.747 0.33
H 0.800 1.045 3.101 0.57
H 1.662 -0.089 2.020 0.18
H -0.498 5.137 -0.214 0.54
H -2.357 4.833 -1.878 0.46
H -2.187 -3.575 -0.942 0.42